{
  "formula": "C17H24FN7O3",
  "method": "ωB97M-V/def2-TZVPD",
  "mol_weight_g_mol": 393.42,
  "relative_energy_kcal_mol": 0.00,
  "spin_multiplicity": 1,
  "largest_force_ev_per_a": 1.76,
  "orbital_gap_ev": 11.66,
  "smiles": "O=C1OC[C@@H](F)O1.CC#N.CC#N.CC#N.CC#N.CC#N.CC#N.CC#N",
  "homo_ev": -11.702,
  "elements": ["O", "C", "O", "C", "C", "F", "O", "H", "H", "H", "C", "C", "N", "H", "H", "H", "C", "C", "N", "H", "H", "H", "C", "C", "N", "H", "H", "H", "C", "C", "N", "H", "H", "H", "C", "C", "N", "H", "H", "H", "C", "C", "N", "H", "H", "H", "C", "C", "N", "H", "H", "H"],
  "xyz": [[-3.09333, -0.50090, -1.09802], [-2.26253, 0.04814, -0.46894], [-0.93353, -0.09184, -0.70762], [-0.21324, 0.78383, 0.15332], [-1.27849, 1.64560, 0.78538], [-1.32458, 2.93384, 0.35006], [-2.47057, 0.96887, 0.52775], [0.28959, 0.21253, 0.93079], [0.51341, 1.38280, -0.39079], [-1.05955, 1.64559, 1.85538], [3.32277, 0.38232, 3.29343], [2.04411, 1.08204, 3.24519], [1.05812, 1.66156, 3.23798], [3.69141, 0.18428, 2.28833], [3.25068, -0.62117, 3.71805], [3.96339, 0.96871, 3.94939], [-2.15621, -1.52901, 2.55133], [-0.70876, -1.62463, 2.55693], [0.43595, -1.68917, 2.59922], [-2.65332, -2.10755, 1.77710], [-2.46386, -0.49769, 2.33806], [-2.55987, -1.68324, 3.55090], [1.50788, 3.28534, -3.00287], [2.05422, 4.52299, -3.55658], [2.53024, 5.47160, -3.99461], [2.34207, 2.60521, -2.82035], [0.79111, 2.82983, -3.67872], [1.07376, 3.42434, -2.01351], [1.77043, -2.65592, -0.21757], [2.78722, -3.49787, 0.40629], [3.58408, -4.16372, 0.89609], [1.85791, -2.69154, -1.30127], [1.86538, -1.61402, 0.07393], [0.77142, -3.00837, 0.03008], [1.40559, -2.84443, -4.09664], [1.26668, -1.59458, -3.37244], [1.13845, -0.62774, -2.77309], [0.64080, -2.90467, -4.87024], [1.32084, -3.65877, -3.37833], [2.34235, -2.90712, -4.65006], [-2.40321, -3.21918, -2.57740], [-2.02989, -2.91427, -3.95298], [-1.76650, -2.64905, -5.03693], [-3.25984, -2.62359, -2.27506], [-1.58043, -3.15501, -1.87087], [-2.73209, -4.26344, -2.55393], [-1.96723, 3.77194, 3.68849], [-2.39963, 4.99095, 4.38087], [-2.74411, 5.94085, 4.91835], [-1.99827, 3.94741, 2.61413], [-2.63022, 2.94398, 3.91945], [-0.93062, 3.70392, 4.02254]],
  "atomic_forces_ev_per_a": [[-0.81, -0.44, 0.27], [1.24, 0.73, -0.59], [-0.53, 0.09, 0.25], [0.31, 0.18, -0.28], [0.81, -0.48, 1.49], [-0.16, -0.15, -0.39], [-0.31, -0.06, -0.49], [0.05, -0.06, -0.09], [-0.05, -0.15, -0.26], [-0.52, 0.48, 0.06], [-0.21, -0.45, 0.20], [0.35, -0.57, 0.06], [-0.49, 0.27, -0.14], [0.30, 0.58, 0.02], [-0.47, 0.17, 0.22], [0.42, -0.03, -0.42], [-0.63, 1.14, 0.10], [-0.06, -0.22, 0.07], [0.07, 0.02, -0.09], [0.20, -0.46, 0.20], [0.33, -0.07, -0.04], [0.05, -0.57, -0.08], [0.50, -0.15, 0.34], [-0.06, 0.02, 0.10], [-0.11, -0.09, 0.04], [-0.06, -0.14, -0.33], [-0.02, -0.04, 0.01], [-0.27, 0.36, -0.16], [-0.08, -0.15, -0.34], [-0.08, 0.09, 0.09], [-0.05, 0.07, -0.06], [0.19, -0.05, 0.13], [0.05, -0.03, 0.15], [0.03, 0.02, 0.21], [0.04, -0.04, -0.50], [0.07, -0.02, -0.38], [0.07, 0.40, 0.18], [-0.26, -0.10, 0.29], [-0.01, -0.19, -0.24], [0.22, 0.09, 0.41], [-0.48, -0.98, -0.15], [-0.01, 0.29, 0.32], [0.08, -0.07, -0.12], [0.24, 0.27, 0.09], [0.09, 0.43, -0.11], [0.02, 0.04, -0.04], [0.18, 1.18, 0.16], [-0.54, -0.37, -0.38], [-0.02, 0.31, 0.22], [0.11, 0.02, 0.00], [0.31, -0.17, 0.28], [-0.03, -0.96, -0.27]],
  "lowdin_charge": [0.180, -0.538, 0.043, -0.079, -0.348, 0.074, 0.114, 0.082, 0.133, 0.120, -0.058, -0.271, 0.157, 0.084, 0.084, 0.087, -0.037, -0.245, 0.175, 0.094, 0.074, 0.095, -0.081, -0.283, 0.123, 0.078, 0.081, 0.067, -0.090, -0.275, 0.126, 0.032, 0.061, 0.072, -0.064, -0.279, 0.168, 0.053, 0.083, 0.090, -0.061, -0.267, 0.141, 0.069, 0.071, 0.086, -0.075, -0.289, 0.123, 0.067, 0.082, 0.071]
}